Density functional theory data (ωB97M-V/def2-TZVPD) for C22H49N2P3PtSSe as an isolated structure at a distorted geometry.

Calculated values
HOMO-LUMO gap (spin up / spin down) = 7.2 / 5.0 eV
Relative energy (zero: lowest compared OMol25 entry of this formula, charge and spin) = 0.00 kJ/mol
⟨S²⟩ = 6.032
Net charge = +4
Spin multiplicity = 5
HOMO level (spin up / spin down) = -17.6 / -19.8 eV

Each line ends with the Mulliken charge.
CARTESIAN COORDINATES (ANGSTROEM)
Pt: 0.295 0.649 -0.209  1.367
P: 2.487 0.891 0.751  0.673
P: -1.208 1.881 1.072  0.513
P: 0.630 2.316 -1.830  0.402
H: -1.116 -1.338 -1.607  0.623
C: -0.365 -0.604 -1.916  -0.978
C: 1.016 -0.857 -1.605  -1.090
H: 1.278 -1.763 -1.054  0.399
C: 3.155 -0.377 1.883  -0.915
C: 2.647 2.388 1.784  -1.388
C: 3.828 0.927 -0.489  -1.292
C: -2.900 1.754 0.413  -1.125
C: -1.411 1.330 2.796  -1.344
C: -0.865 3.668 1.223  -1.399
C: 1.512 1.846 -3.369  -1.376
C: 1.552 3.813 -1.304  -1.297
C: -0.968 2.940 -2.472  -1.089
H: -0.606 -0.021 -2.809  0.454
H: 1.774 -0.467 -2.284  0.414
H: 3.183 -1.354 1.386  0.191
H: 2.528 -0.461 2.779  0.023
H: 4.177 -0.103 2.179  0.744
H: 1.939 2.324 2.620  0.343
H: 2.437 3.292 1.205  0.332
H: 3.664 2.455 2.191  0.566
H: 3.815 -0.020 -1.041  0.370
H: 4.795 1.020 0.022  0.558
H: 3.717 1.754 -1.196  0.297
H: -3.593 2.345 1.025  0.521
H: -3.214 0.704 0.432  0.409
H: -2.940 2.113 -0.621  0.187
H: -2.141 1.968 3.308  0.670
H: -0.449 1.405 3.317  0.225
H: -1.766 0.289 2.805  0.455
H: -1.611 4.126 1.885  0.604
H: -0.918 4.167 0.250  0.355
H: 0.129 3.822 1.659  0.344
H: 1.527 2.719 -4.036  0.521
H: 0.997 1.021 -3.875  0.419
H: 2.546 1.552 -3.152  0.337
H: 1.499 4.562 -2.106  0.554
H: 2.604 3.563 -1.126  0.391
H: 1.117 4.243 -0.396  0.279
H: -0.779 3.620 -3.314  0.553
H: -1.514 3.486 -1.695  0.324
H: -1.578 2.100 -2.825  0.181
C: -4.826 -0.681 -3.965  0.673
C: -3.676 -1.466 -4.166  0.219
C: -3.570 -2.280 -5.290  -0.581
C: -4.619 -2.354 -6.216  -0.425
C: -5.784 -1.598 -6.003  -0.590
C: -5.893 -0.769 -4.885  -0.425
Se: -4.916 0.508 -2.472  0.334
H: -3.587 0.038 -1.925  -0.038
H: -2.867 -1.424 -3.437  0.094
H: -2.657 -2.861 -5.441  0.398
H: -4.530 -2.997 -7.093  0.439
H: -6.606 -1.658 -6.717  0.428
H: -6.799 -0.181 -4.718  0.395
C: 1.778 -1.442 5.634  -1.067
C: 0.812 -2.200 4.749  -0.508
N: 0.660 -1.517 3.443  0.084
C: 0.469 -2.156 2.252  0.407
S: -0.628 -1.505 1.103  0.012
N: 1.146 -3.270 1.959  0.042
C: 2.387 -3.745 2.614  -0.691
C: 2.250 -5.185 3.068  -1.355
H: 2.774 -1.356 5.182  0.273
H: 1.864 -1.982 6.582  0.395
H: 1.423 -0.430 5.860  0.341
H: 1.128 -3.232 4.584  0.154
H: -0.177 -2.240 5.225  0.454
H: 0.061 -0.691 3.521  -0.124
H: 0.961 -3.633 1.020  0.373
H: 3.212 -3.656 1.895  0.485
H: 2.626 -3.063 3.436  0.367
H: 2.094 -5.862 2.217  0.404
H: 3.176 -5.489 3.569  0.404
H: 1.411 -5.309 3.759  0.322